7
Properties=species:S:1:pos:R:3:nbo_charge:R:1 method="wB97M-V/def2-TZVPD" fmax_ev_per_a=2.72 de_lowest_kj_mol=12.97 lumo_energy_ev=4.284 charge=-1 e_tot_ha=-742.05566 multiplicity=1 homo_energy_ev=-5.19
C -1.28236 -0.74940 1.03998 0.123
N -2.34604 -0.71013 0.62699 -0.394
O 1.92835 0.96329 -1.78164 -0.979
O 1.16012 -0.78512 -0.30494 -1.014
F 0.16305 1.61731 0.09043 -0.670
S 0.71287 0.35344 -1.17919 1.683
H -0.33599 -0.68939 1.50836 0.252



7
Properties=species:S:1:pos:R:3:nbo_charge:R:1 method="wB97M-V/def2-TZVPD" fmax_ev_per_a=2.77 de_lowest_kj_mol=264.35 lumo_energy_ev=4.243 charge=-1 e_tot_ha=-418.88842 multiplicity=1 homo_energy_ev=-3.88
C -1.70887 -0.18814 -0.14630 0.768
N -0.50190 0.09152 0.20254 -0.463
O -1.38200 0.99579 -0.78994 -0.528
O -2.76533 -0.86121 -0.20417 -0.730
O 1.90639 0.36191 0.19682 -0.338
F 3.13670 -0.00215 0.69572 -0.196
H 1.31501 -0.39771 0.04532 0.486



5
Properties=species:S:1:pos:R:3:nbo_charge:R:1 method="wB97M-V/def2-TZVPD" fmax_ev_per_a=4.49 de_lowest_kj_mol=487.16 lumo_energy_ev=0.671 charge=0 e_tot_ha=-288.90248 multiplicity=1 homo_energy_ev=-11.78
C 1.02737 1.85375 -0.50176 0.488
O 1.38024 1.25571 -1.39194 -0.487
O -1.02210 -0.99346 1.04522 -0.311
F -0.84582 -1.86717 -0.00292 -0.136
H -0.53969 -0.24882 0.85140 0.446



5
Properties=species:S:1:pos:R:3:nbo_charge:R:1 method="wB97M-V/def2-TZVPD" fmax_ev_per_a=3.02 de_lowest_kj_mol=477.18 smiles="O=COF" lumo_energy_ev=0.135 charge=0 e_tot_ha=-288.90629 multiplicity=1 homo_energy_ev=-11.91
O 0.73050 -1.71980 -0.04357 -0.495
C -0.00848 -0.77918 0.10199 0.596
O -1.42272 -1.16647 0.02810 -0.129
F -2.14854 0.08186 -0.03402 -0.150
H 0.35518 0.30206 0.04358 0.179



7
Properties=species:S:1:pos:R:3:mulliken_spin:R:1 method="wB97M-V/def2-TZVPD" fmax_ev_per_a=8.88 lumo_energy_ev="-18.063 / -17.444" charge=+3 e_tot_ha=-1035.96470 multiplicity=8 homo_energy_ev="-25.76 / -25.92" s2=16.78
O -1.72166 -0.28031 -1.36946 -0.078
C -1.02240 -0.92647 -2.00379 0.005
H 0.71877 -0.43837 -0.14562 -0.057
O 1.48122 0.06349 1.28366 -0.655
O 1.63713 -0.49409 0.23325 -0.466
Li 0.21167 1.49015 0.55066 -0.556
Gd -1.30473 0.58560 1.45131 8.807



8
Properties=species:S:1:pos:R:3:mulliken_spin:R:1 method="wB97M-V/def2-TZVPD" fmax_ev_per_a=5.21 lumo_energy_ev="2.503 / 1.870" charge=-1 e_tot_ha=-1257.94184 multiplicity=3 homo_energy_ev="-2.37 / -5.36" s2=2.01
C 1.09565 0.07442 -0.90344 0.820
O -0.50055 -0.43897 1.94788 0.120
O -2.18813 -1.11913 0.16962 0.106
O -1.89944 1.27984 0.78766 0.084
S -1.38437 -0.04109 0.77721 0.663
I 1.70991 2.05595 -1.08704 0.121
I 2.39689 -1.30275 0.13193 0.092
H 0.77004 -0.50827 -1.82383 -0.005



5
Properties=species:S:1:pos:R:3:nbo_charge:R:1 method="wB97M-V/def2-TZVPD" fmax_ev_per_a=4.67 de_lowest_kj_mol=178.44 lumo_energy_ev=-0.132 charge=0 e_tot_ha=-445.79062 multiplicity=1 homo_energy_ev=-9.80
C 0.74852 0.49717 -0.49769 -0.175
N 1.57023 1.35549 0.25182 -0.069
N 0.68231 1.92631 -0.36986 -0.053
I 1.78976 -0.43103 -2.21940 0.059
H -0.19590 -0.32583 -0.01127 0.237



8
Properties=species:S:1:pos:R:3:nbo_charge:R:1 method="wB97M-V/def2-TZVPD" fmax_ev_per_a=4.31 de_lowest_kj_mol=275.17 lumo_energy_ev="-2.297 / -1.692" charge=0 e_tot_ha=-994.38334 multiplicity=1 homo_energy_ev="-9.47 / -10.23"
C -0.08535 -1.74077 -0.98026 0.291
N 0.27528 -2.13202 0.03408 -0.264
N -0.25676 -1.00008 -2.00112 -0.089
O -1.50362 2.21810 -0.71509 -0.797
O -0.82323 0.18045 -1.75873 -0.472
S -1.31571 0.87720 -0.37811 1.330
I 1.73176 1.10161 2.23008 -0.087
H 1.97761 0.49551 3.56915 0.088



6
Properties=species:S:1:pos:R:3:nbo_charge:R:1 method="wB97M-V/def2-TZVPD" fmax_ev_per_a=2.89 de_lowest_kj_mol=82.47 lumo_energy_ev=2.911 charge=-1 e_tot_ha=-864.62311 multiplicity=1 homo_energy_ev=-3.21
C -3.88998 -0.31342 0.08771 0.746
N -2.93626 0.12683 -0.45026 -0.630
O -4.89985 -0.96272 0.21214 -0.648
S -1.57662 1.09526 -0.33193 -0.383
I 2.48183 -0.09516 0.00989 -0.243
H 0.79089 -0.23526 0.09018 0.158



6
Properties=species:S:1:pos:R:3:nbo_charge:R:1 method="wB97M-V/def2-TZVPD" fmax_ev_per_a=2.23 de_lowest_kj_mol=36.02 lumo_energy_ev=-1.293 charge=0 e_tot_ha=-1207.99710 multiplicity=1 homo_energy_ev=-9.21
C -2.00732 0.08963 1.60080 0.503
O -1.11987 -0.25842 2.21966 -0.521
S 0.75948 -0.40476 0.03790 -0.064
S 2.05179 0.14423 -1.28862 -0.024
I -1.31504 -0.97634 -1.27942 -0.013
H 1.63096 1.40565 -1.29031 0.119



6
Properties=species:S:1:pos:R:3:nbo_charge:R:1 method="wB97M-V/def2-TZVPD" fmax_ev_per_a=5.07 de_lowest_kj_mol=364.17 lumo_energy_ev="-1.902 / -1.859" charge=0 e_tot_ha=-1207.87211 multiplicity=1 homo_energy_ev="-8.94 / -8.41"
C -0.69622 0.43537 0.23636 -0.675
O 0.35804 -2.71664 -0.47278 -0.753
S 0.13064 1.79477 -0.22888 0.213
S -0.52021 -1.48293 0.04833 0.833
I 2.46936 1.48268 -0.16999 0.119
H -1.74161 0.48676 0.58696 0.263



6
Properties=species:S:1:pos:R:3:nbo_charge:R:1 method="wB97M-V/def2-TZVPD" fmax_ev_per_a=3.37 de_lowest_kj_mol=101.90 smiles="O=C1SS1.I" lumo_energy_ev=-1.333 charge=0 e_tot_ha=-1207.97200 multiplicity=1 homo_energy_ev=-9.56
O -1.22537 0.51597 0.90515 -0.509
C -0.80124 0.80935 -0.18335 0.174
S -0.80632 0.38143 -1.82461 0.182
S 0.31319 1.95312 -0.81251 0.153
I 1.96232 -1.99712 0.70380 -0.097
H 0.55742 -1.66275 1.21152 0.096



5
Properties=species:S:1:pos:R:3:nbo_charge:R:1 method="wB97M-V/def2-TZVPD" fmax_ev_per_a=1.61 de_lowest_kj_mol=200.91 lumo_energy_ev=-0.564 charge=0 e_tot_ha=-1132.68511 multiplicity=1 homo_energy_ev=-8.89
C -1.80667 0.83028 0.39031 -0.166
S 0.89592 -1.87071 -0.36542 -0.183
S -1.82764 2.33972 0.15276 0.160
I 1.66355 0.23427 -1.04193 0.062
H 1.07484 -1.53356 0.86427 0.127



7
Properties=species:S:1:pos:R:3:nbo_charge:R:1 method="wB97M-V/def2-TZVPD" fmax_ev_per_a=2.71 de_lowest_kj_mol=113.44 lumo_energy_ev=-0.905 charge=0 e_tot_ha=-939.47288 multiplicity=1 homo_energy_ev=-8.15
O -0.04627 -0.96429 -0.15055 -0.843
H -0.84471 -1.49030 -0.26416 0.498
O 0.43332 0.92911 -1.09569 -0.817
O -0.27523 1.27741 0.98605 -0.348
O -1.46197 0.53544 0.56039 -0.347
C -0.24786 0.42677 -0.16935 0.873
K 2.44272 -0.71415 0.13329 0.983



6
Properties=species:S:1:pos:R:3:mulliken_spin:R:1 method="wB97M-V/def2-TZVPD" fmax_ev_per_a=3.72 de_lowest_kj_mol=237.44 lumo_energy_ev="-11.208 / -11.338" charge=+2 e_tot_ha=-1346.94288 multiplicity=6 homo_energy_ev="-19.92 / -19.92" s2=8.75
H -1.53188 0.43492 -0.20967 0.006
O -0.96354 -0.12591 0.92002 0.022
C -0.23456 0.48880 0.04353 -0.005
O 0.67186 -0.26946 -0.44426 0.029
Li 1.44468 1.00099 -1.59155 0.001
Mn 0.61344 -1.52933 1.28194 4.948



6
Properties=species:S:1:pos:R:3:mulliken_charge:R:1 method="wB97M-V/def2-TZVPD" fmax_ev_per_a=3.53 de_lowest_kj_mol=0.00 lumo_energy_ev=-10.877 charge=+2 e_tot_ha=-388.91688 multiplicity=1 homo_energy_ev=-20.90
O -2.67630 0.12387 -0.17281 -0.014
C -1.63526 0.56834 -0.30048 0.021
H 0.48446 0.82221 0.29882 0.401
O 0.97839 -0.03320 0.01421 -0.596
Li -0.08594 -1.52513 0.29641 0.916
Pb 2.93464 0.04391 -0.13616 1.271



4
Properties=species:S:1:pos:R:3:nbo_charge:R:1 method="wB97M-V/def2-TZVPD" fmax_ev_per_a=5.13 de_lowest_kj_mol=199.96 smiles=C1#[N+]N1 lumo_energy_ev=-9.429 charge=+1 e_tot_ha=-147.66750 multiplicity=1 homo_energy_ev=-18.91
C -0.97390 -0.13849 -0.38199 0.443
N -0.35324 0.98076 0.04855 0.186
N 0.28122 -0.06870 -0.00986 -0.174
H 1.04592 -0.77357 0.34331 0.544



7
Properties=species:S:1:pos:R:3:nbo_charge:R:1 method="wB97M-V/def2-TZVPD" fmax_ev_per_a=3.80 de_lowest_kj_mol=276.91 lumo_energy_ev="-2.763 / -1.530" charge=0 e_tot_ha=-639.81398 multiplicity=1 homo_energy_ev="-9.71 / -9.87"
C 0.29947 1.87979 -0.65786 -0.171
N 0.57141 2.37377 -1.66297 -0.219
N -0.52594 -0.29268 0.36531 0.124
O 0.18643 -1.87916 0.72165 -0.846
O -1.64644 -0.48802 -0.01995 -0.161
P 0.49585 1.07106 0.88134 0.774
H 0.61922 -2.66477 0.37248 0.500



8
Properties=species:S:1:pos:R:3:nbo_charge:R:1 method="wB97M-V/def2-TZVPD" fmax_ev_per_a=3.63 de_lowest_kj_mol=362.25 smiles="O=[N+]([O-])C=[N+]([O-])[O-]" lumo_energy_ev=4.236 charge=-1 e_tot_ha=-449.03156 multiplicity=1 homo_energy_ev=-4.57
O 0.34362 1.84843 1.22920 -0.535
N 0.68690 0.84789 0.54292 0.449
O 1.87071 0.56504 0.24164 -0.473
C -0.36764 0.12142 0.12415 -0.143
N -0.36538 -0.99688 -0.68603 0.458
O 0.61228 -1.42246 -1.31060 -0.446
O -1.48116 -1.58815 -0.83755 -0.530
H -1.29934 0.62470 0.69628 0.219



7
Properties=species:S:1:pos:R:3:nbo_charge:R:1 method="wB97M-V/def2-TZVPD" fmax_ev_per_a=4.58 de_lowest_kj_mol=613.21 lumo_energy_ev="-0.706 / -1.369" charge=0 e_tot_ha=-353.19960 multiplicity=1 homo_energy_ev="-9.52 / -8.97"
C -0.07745 0.72164 -0.06182 0.302
N -0.34930 1.53449 0.75923 -0.309
N -1.18512 -0.38442 0.84515 0.288
N 0.28301 -0.14819 -0.92378 -0.116
O 1.40811 -0.80228 -0.83353 -0.472
O -2.22828 -0.45507 0.36929 -0.159
H 2.14905 -0.46618 -0.15454 0.467